{
  "formula": "C20H29O4V",
  "method": "wB97M-V/def2-TZVPD",
  "spin_multiplicity": 3,
  "de_lowest_kcal_mol": 43.98,
  "s2": 2.035,
  "lumo_ev": [0.410, 0.517],
  "orbital_gap_ev": [8.300, 8.724],
  "symbols": ["O", "C", "C", "H", "H", "C", "H", "H", "C", "H", "H", "H", "C", "H", "H", "H", "V", "C", "C", "C", "H", "C", "C", "H", "H", "H", "H", "C", "C", "C", "H", "C", "C", "H", "H", "H", "H", "O", "C", "C", "H", "H", "C", "H", "H", "C", "H", "H", "H", "H", "O", "C", "O", "H"],
  "xyz": [[1.0026, -3.4132, -0.2193], [0.0083, -4.4262, -0.0137], [0.6876, -5.1427, 1.1548], [-0.0084, -4.8597, -0.9835], [-1.0123, -4.0972, 0.2018], [1.7905, -4.0500, 0.8298], [0.8733, -6.2302, 0.9789], [0.1268, -4.9111, 2.1017], [3.0784, -4.5738, 0.2167], [2.8264, -5.3158, -0.5689], [3.6952, -4.9854, 1.0424], [3.5766, -3.7194, -0.2722], [1.9876, -3.0858, 1.9738], [1.0106, -2.8016, 2.3710], [2.5457, -2.2106, 1.6336], [2.5660, -3.6444, 2.7171], [-0.5148, -0.7372, -0.8649], [-1.2616, 0.3785, 0.9911], [-2.3534, 0.2327, 0.0777], [-2.6777, -1.1651, 0.0128], [-2.8989, 1.0386, -0.4056], [-1.7594, -1.8725, 0.8421], [-0.8488, -0.9277, 1.4101], [-0.0574, -1.1642, 2.1153], [-0.8983, 1.3173, 1.4034], [-3.5436, -1.5980, -0.4764], [-1.8612, -2.9078, 1.1540], [0.8145, 1.0054, -0.8623], [1.4898, 0.1534, 0.0951], [2.0855, -0.9178, -0.6253], [1.6956, 0.4080, 1.1361], [1.7772, -0.7699, -2.0078], [1.0619, 0.4564, -2.1710], [0.9036, 0.9870, -3.1030], [0.2874, 1.9391, -0.6568], [2.8496, -1.5908, -0.2547], [2.1892, -1.3865, -2.8010], [0.2741, -4.6719, -2.7686], [0.5687, -6.0986, -2.4788], [-0.0946, -7.0096, -3.5338], [0.0890, -6.2969, -1.4752], [1.6496, -6.2726, -2.3068], [-1.0393, -6.0606, -4.3073], [-0.6474, -7.8190, -3.0436], [0.6290, -7.4344, -4.2435], [-0.8496, -4.6735, -3.6299], [-2.0815, -6.3853, -4.1665], [-0.8263, -6.0188, -5.3856], [-1.7450, -4.4825, -3.0039], [-0.6742, -3.8100, -4.2808], [-2.6164, 0.6271, -4.0905], [-1.9088, 0.5641, -3.0928], [-1.4720, -0.5667, -2.5630], [-1.5756, 1.4846, -2.5556]],
  "forces_ev_per_angstrom": [[-0.33, -0.21, 1.45], [-1.30, -0.21, -0.63], [-0.17, 0.93, -0.53], [-0.61, -0.56, 0.49], [0.42, 0.27, -0.10], [0.15, -0.27, 0.23], [0.16, 0.97, 0.41], [0.83, -0.62, -0.72], [-0.26, 0.14, 0.25], [0.37, 0.29, 0.59], [-0.09, 0.01, -0.78], [0.08, -0.43, 0.23], [0.43, -0.58, -0.06], [0.30, 0.01, 0.08], [-0.10, -0.07, 0.30], [-0.10, 0.40, 0.28], [0.90, 0.69, 0.37], [-0.91, -0.62, 0.12], [0.31, -0.51, 0.90], [0.51, 0.00, 0.76], [0.23, -0.24, 0.06], [-0.60, 0.81, 0.03], [-0.98, 0.19, -0.12], [-0.27, 0.22, -0.31], [0.21, -0.27, -0.50], [0.39, 0.10, -0.21], [0.18, 0.41, -0.34], [1.02, -0.12, -0.70], [0.33, 0.13, -1.04], [-0.26, 1.12, -0.55], [-0.45, -0.30, -0.32], [0.03, 0.78, 0.40], [0.51, -0.08, 1.25], [-0.53, -0.43, 0.11], [0.40, -0.34, -0.07], [-0.65, -0.16, 0.04], [-0.33, 0.06, 0.17], [1.21, -2.78, -0.78], [-0.52, 0.14, 1.05], [0.39, 0.66, -0.42], [0.47, -0.37, -1.16], [-0.50, 0.44, -0.49], [-0.16, 0.43, 0.20], [0.23, 0.15, -0.17], [-0.09, 0.01, 0.43], [-0.83, 0.42, 0.25], [0.33, 0.20, -0.27], [0.00, -0.11, 0.42], [0.23, 0.15, -0.33], [-0.45, -0.35, -0.21], [0.83, 0.13, 1.17], [-0.48, -0.98, -0.71], [-0.34, 0.55, -0.32], [-0.15, -0.19, -0.21]],
  "lowdin_spin": [0.0179, 0.0032, 0.0004, 0.0001, 0.0015, 0.0015, 0.0000, 0.0001, 0.0004, 0.0000, 0.0001, 0.0001, 0.0000, 0.0000, 0.0000, 0.0000, 1.9671, -0.0224, -0.0006, -0.0025, 0.0015, 0.0176, -0.0087, 0.0003, -0.0006, 0.0008, 0.0032, -0.0089, -0.0136, -0.0087, -0.0003, 0.0187, -0.0155, -0.0009, 0.0028, 0.0000, 0.0030, 0.0012, 0.0001, 0.0000, 0.0000, 0.0000, 0.0000, 0.0000, 0.0000, 0.0003, 0.0000, 0.0000, 0.0001, 0.0000, -0.0023, 0.0070, 0.0346, 0.0016]
}